Record 1
115
Properties=species:S:1:pos:R:3 method="wB97M-V/def2-TZVPD" gap_ha=0.3388 de_lowest_kcal_mol=20.8 multiplicity=1 smiles="NC(=O)CC[C@H](CCCC(=O)O)OC[C@H](N=C=S)OCP(O)(O)=S.O=C1OCCO1.O=C1OCCO1.O=C1OCCO1.O=C1OCCO1.O=C1OCCO1.O=C1OCCO1.O=C1OCCO1" molar_mass_g_mol=1016.849
N -2.99184 -0.47907 -0.78860
C -1.97830 -1.13737 -1.48910
O -0.85488 -1.16669 -1.08563
C -2.26516 -1.85388 -2.82482
C -1.03629 -1.64085 -3.73647
C -1.37829 -2.07310 -5.18689
C -1.29858 -3.61277 -5.42125
C -0.18842 -4.37364 -4.63715
C -0.62061 -4.83722 -3.19747
C 0.12789 -6.10781 -2.77931
O -0.30616 -6.77564 -1.89786
O 1.28776 -6.42416 -3.41689
O -0.68006 -1.29924 -6.17089
C 0.69630 -1.60453 -6.21978
C 1.39497 -0.31609 -6.75586
N 1.25047 -0.19902 -8.22451
C 1.91804 0.72142 -8.59348
S 2.66997 2.00366 -9.09180
O 2.74889 -0.33270 -6.31128
C 2.88779 0.28172 -5.03656
P 4.09804 -0.63092 -3.97455
O 5.48419 -0.90724 -4.77945
O 3.50403 -2.10967 -3.53603
S 4.49377 0.35379 -2.35896
H -2.85149 -0.74562 0.18376
H -3.89952 -0.79269 -1.12750
H -2.47835 -2.91280 -2.62436
H -3.13063 -1.37388 -3.31523
H -0.87285 -0.54731 -3.76835
H -0.10430 -2.07486 -3.35257
H -2.43613 -1.79588 -5.33801
H -1.22360 -3.83662 -6.49620
H -2.26725 -4.03510 -5.09310
H 0.00360 -5.30583 -5.19727
H 0.77378 -3.85004 -4.57274
H -1.70595 -4.93598 -3.09180
H -0.25906 -4.04611 -2.51345
H 1.25055 -7.35894 -3.66931
H 0.88045 -2.40690 -6.95861
H 1.15140 -1.80663 -5.23985
H 0.86298 0.53009 -6.27470
H 3.30213 1.30191 -5.14032
H 1.94225 0.34545 -4.46756
H 5.47220 -1.81349 -5.13687
H 2.54428 -1.99313 -3.43395
C -4.41690 -2.37457 3.23671
C -4.46863 -3.85743 2.97685
O -5.26768 -3.93873 1.79812
C -5.17735 -2.75484 1.15303
O -5.58995 -2.55470 0.05514
O -4.55017 -1.81980 1.92472
H -3.48250 -2.06011 3.69694
H -5.24972 -2.02747 3.85168
H -3.48474 -4.28213 2.76646
H -4.92496 -4.41192 3.79378
C -4.07654 3.00986 0.35520
C -3.35442 3.83055 -0.67760
O -3.25524 5.11372 -0.04883
C -3.33341 4.91657 1.28922
O -3.11944 5.75696 2.10644
O -3.68523 3.64008 1.57941
H -3.77909 1.96344 0.34041
H -5.16306 3.07180 0.25830
H -2.35365 3.45929 -0.87927
H -3.90215 3.90002 -1.61548
C -0.85621 6.88278 5.01037
C -1.10475 8.00601 4.03975
O -0.97206 9.16908 4.86160
C -0.19915 8.83649 5.92333
O 0.24018 9.61182 6.70820
O 0.01171 7.49080 5.97523
H -0.37910 6.02310 4.54475
H -1.76700 6.55226 5.51282
H -0.35550 8.04838 3.24633
H -2.09336 7.95766 3.58977
C -3.21404 -9.52770 -0.30051
C -2.58726 -8.35184 0.40162
O -3.72091 -7.56279 0.76765
C -4.79592 -8.39274 0.82949
O -5.85622 -8.08729 1.26622
O -4.49427 -9.62014 0.32653
H -2.64888 -10.44786 -0.16687
H -3.35548 -9.35076 -1.36910
H -2.05266 -8.64289 1.30897
H -1.91221 -7.79077 -0.24159
C 1.08407 3.69653 -2.14179
C 0.99782 3.33226 -3.60168
O 0.14657 2.18329 -3.58700
C -0.60569 2.24335 -2.45524
O -1.52659 1.52724 -2.22239
O -0.16459 3.22338 -1.62845
H 1.18913 4.76727 -1.98079
H 1.89599 3.17855 -1.62746
H 0.52635 4.11298 -4.20253
H 1.96813 3.09213 -4.03223
C 2.14264 5.61386 7.71564
C 3.52662 6.06812 7.33622
O 4.30813 4.88832 7.54379
C 3.47372 3.82216 7.45372
O 3.83612 2.68887 7.41304
O 2.17743 4.21479 7.41550
H 1.36563 6.11581 7.14492
H 1.93845 5.74061 8.78106
H 3.59926 6.36062 6.28645
H 3.88535 6.88697 7.95563
C 6.52088 0.85255 6.10292
C 6.88532 1.20181 7.51168
O 8.30802 1.06408 7.52044
C 8.73593 1.21626 6.23630
O 9.87417 1.32292 5.91589
O 7.68562 1.23385 5.36853
H 5.64570 1.39554 5.75366
H 6.35292 -0.21854 5.96615
H 6.62850 2.23160 7.76593
H 6.42834 0.53403 8.23884

Record 2
6
Properties=species:S:1:pos:R:3 method="wB97M-V/def2-TZVPD" gap_ha="0.2297 / 0.2305" de_lowest_kcal_mol=7.2 multiplicity=3 molar_mass_g_mol=349.924
P -4.10454 0.03760 -1.28251
S -0.16391 -0.75698 -0.32447
S -1.95267 -0.71063 -1.65453
I -4.06549 2.10468 -0.07895
I -4.65638 -1.50920 0.51807
H -0.52894 0.30050 0.38822

Record 3
57
Properties=species:S:1:pos:R:3 method="wB97M-V/def2-TZVPD" gap_ha="0.2261 / 0.1911" de_lowest_kcal_mol=24.5 multiplicity=3 molar_mass_g_mol=722.713
Re 1.04717 -0.14943 -0.14098
N -5.83420 3.59432 -0.92979
C -4.64167 3.15761 -0.29692
C -4.55913 1.91457 0.40255
C -3.38491 1.54221 1.03912
C -2.23740 2.28616 0.80370
C -2.25973 3.46036 0.03080
C -3.49146 3.95524 -0.40197
S -0.66763 1.55799 1.35611
O -0.55999 1.72046 2.78224
O 0.47543 2.04585 0.45003
N -0.66995 0.05214 0.77670
C -1.09546 -1.15901 1.33690
N -0.62455 -2.19144 0.66465
C -0.98723 -3.44061 1.07298
C -1.84169 -3.59890 2.21593
C -2.38234 -2.43765 2.78568
N -1.91327 -1.21607 2.39309
H -6.57013 2.90685 -1.13952
H -5.59166 4.30107 -1.62464
H -5.43325 1.26758 0.56795
H -3.35638 0.60100 1.59590
H -1.30954 3.99411 -0.05795
H -3.62471 4.95721 -0.84532
H -0.53294 -4.24812 0.58610
H -2.17388 -4.60203 2.52555
H -3.14595 -2.48813 3.62005
O 4.35216 -2.26350 -1.10512
C 3.50668 -1.44687 -0.96301
O 2.16288 -1.71396 -0.75649
C 3.73530 0.15603 -1.09526
O 4.75743 0.57086 -1.64765
O 2.79601 0.87003 -0.50057
O 1.58565 -0.57157 1.69216
N 2.89241 -1.00263 2.04101
C 3.29614 -2.28479 1.73716
C 4.35874 -2.74643 2.42260
C 5.21487 -1.86287 3.13329
C 4.84330 -0.50621 3.24195
C 3.51453 -0.20594 2.90142
H 2.70307 -2.88168 1.02941
H 4.69384 -3.76764 2.44558
H 6.09438 -2.16552 3.67618
H 5.52796 0.25302 3.59438
H 2.96136 0.69302 3.21147
N -1.48792 0.55682 -6.97244
C -1.02304 0.56045 -5.90675
C -0.43219 0.33342 -4.64015
C 0.50920 1.27078 -4.13539
C 0.90916 1.19361 -2.83530
N 0.40915 0.14831 -2.10395
C -0.38598 -0.83999 -2.61523
C -0.70052 -0.82456 -3.94212
H 0.78121 2.14384 -4.71984
H 1.56868 1.97395 -2.40650
H -0.61663 -1.71212 -1.96722
H -1.16143 -1.71125 -4.38255